(1)
# C10H19ClCuO4S

C10H19ClCuO4S as an isolated structure at a distorted geometry (wB97M-V/def2-TZVPD, the Open Molecules 2025 dataset).

The geometry in ORCA input format:
```
! RIJCOSX wB97M-V def2-TZVPD def2/J DEFGRID3
* xyz 2 2
C -3.210 -1.378 0.772
C -2.708 0.054 1.006
C -1.245 0.155 1.413
C -0.276 -0.498 0.399
C 0.673 0.485 -0.253
C 1.381 -0.060 -1.539
C 0.421 -0.746 -2.530
C 0.153 -2.244 -2.309
Cl -1.043 0.180 -2.754
O -0.038 1.670 -0.570
S 0.691 3.074 -0.259
O -0.051 3.811 0.685
O 1.094 3.698 -1.453
O 1.945 2.409 0.563
C 1.826 1.024 0.657
C 1.877 0.615 2.153
H -3.691 -1.796 1.651
H -3.983 -1.346 0.005
H -2.447 -2.066 0.409
H -2.869 0.641 0.093
H -3.340 0.498 1.772
H -0.993 1.196 1.609
H -1.136 -0.380 2.360
H -0.892 -0.972 -0.369
H 0.319 -1.258 0.905
H 1.893 0.784 -2.002
H 2.124 -0.806 -1.260
H 0.939 -0.669 -3.510
H 0.650 -2.552 -1.391
H -0.911 -2.399 -2.153
H 0.511 -2.832 -3.147
H 2.824 0.670 0.240
H 2.012 -0.481 2.267
H 2.740 1.130 2.588
H 1.006 0.962 2.700
Cu 3.750 -0.571 1.252
*
```

Summary:
<S²> = 0.7534
orbital gap (spin up / spin down) = 7.92 / 4.35 eV
HOMO energy (spin up / spin down) = -17.39 / -17.29 eV
lowest unoccupied orbital energy (spin up / spin down) = -9.5 / -12.9 eV

(2)
# C10H19ClFNO3

A 2-piece molecular cluster, C10H19ClFNO3 overall at a distorted geometry (wB97M-V/def2-TZVPD, the Open Molecules 2025 dataset).

The geometry in ORCA input format:
```
! RIJCOSX wB97M-V def2-TZVPD def2/J DEFGRID3
* xyz 0 1
C 0.829 3.723 0.228
C 0.108 3.473 -0.866
C -0.578 2.172 -1.147
N 0.181 0.979 -0.678
C -0.193 0.283 0.575
C -0.737 1.051 1.758
O -0.938 0.097 2.724
O -1.942 -0.780 2.166
C 1.043 -0.614 0.747
C 1.106 -1.220 -0.718
C 0.312 -2.542 -0.688
C 0.937 -3.603 0.179
F 2.143 -3.993 -0.404
C 0.388 -0.185 -1.632
O -0.729 -0.637 -2.287
H 1.656 3.049 0.451
H 0.629 4.527 0.923
H -0.002 4.267 -1.597
H -1.530 2.218 -0.628
H -0.838 2.071 -2.199
H 1.147 1.310 -0.602
H -0.986 -0.398 0.252
H -1.714 1.485 1.519
H -0.097 1.848 2.136
H -2.758 -0.739 2.705
H 1.834 0.118 0.941
H 0.871 -1.308 1.553
H 2.131 -1.362 -1.036
H 0.304 -2.927 -1.707
H -0.724 -2.394 -0.383
H 1.167 -3.276 1.190
H 0.290 -4.470 0.265
H 1.063 0.239 -2.386
H -0.871 -0.037 -3.028
Cl -3.500 -2.427 1.674
*
```

Summary:
ΔE to the lowest compared entry with this formula, charge and spin = 41.7 kcal per mole
orbital gap = 5.39 eV
HOMO energy = -6.58 eV
lowest unoccupied orbital energy = -1.2 eV

(3)
# C10H19MnNO6SSe2Te2

C10H19MnNO6SSe2Te2 as an isolated structure (wB97M-V/def2-TZVPD, the Open Molecules 2025 dataset).

The geometry in ORCA input format:
```
! RIJCOSX wB97M-V def2-TZVPD def2/J DEFGRID3
* xyz -2 6
Mn 0.415 0.691 -0.954
O -2.532 2.838 -0.301
C -2.013 3.735 0.664
C -1.744 2.977 1.949
N -0.647 2.042 1.831
C 0.650 2.674 1.967
C 1.804 1.695 1.693
O 2.695 1.588 2.535
O 1.746 1.079 0.575
C -0.770 0.814 2.589
C -0.787 -0.472 1.742
O -0.840 -1.550 2.349
O -0.788 -0.328 0.482
H -2.263 3.144 -1.176
H -2.736 4.541 0.862
H -1.087 4.194 0.309
H -2.655 2.438 2.219
H -1.552 3.723 2.747
H 0.794 3.109 2.970
H 0.736 3.472 1.223
H -1.692 0.804 3.178
H 0.052 0.706 3.304
Se 2.621 1.223 -2.402
Te 2.606 1.634 -4.825
Te 0.571 4.432 -3.915
Se 0.432 3.072 -1.900
C -1.902 -3.136 -0.423
C -0.482 -3.623 -0.681
S 0.630 -2.237 -1.070
O -0.141 -1.331 -2.003
C 1.749 -3.106 -2.186
C 2.550 -4.188 -1.476
H -2.583 -3.989 -0.480
H -2.190 -2.401 -1.173
H -1.965 -2.674 0.560
H -0.436 -4.312 -1.528
H -0.063 -4.103 0.205
H 2.388 -2.309 -2.570
H 1.141 -3.483 -3.011
H 2.872 -3.847 -0.489
H 3.447 -4.433 -2.046
H 1.969 -5.102 -1.343
*
```

Summary:
ΔE to the lowest compared entry with this formula, charge and spin = 37.4 kcal per mole
<S²> = 8.7854
orbital gap (spin up / spin down) = 4.82 / 4.92 eV
HOMO energy (spin up / spin down) = -0.70 / -0.80 eV
lowest unoccupied orbital energy (spin up / spin down) = 4.1 / 4.1 eV

(4)
# C10H19N2

A 2-piece molecular cluster, C10H19N2 overall at a distorted geometry (wB97M-V/def2-TZVPD, the Open Molecules 2025 dataset).

The geometry in ORCA input format:
```
! RIJCOSX wB97M-V def2-TZVPD def2/J DEFGRID3
* xyz 1 1
C 4.953 3.563 0.096
C 4.521 4.027 1.488
C 3.813 3.723 -0.913
C 3.270 3.278 1.952
C 2.562 2.974 -0.450
C 2.130 3.437 0.943
H 5.239 2.495 0.146
H 5.841 4.134 -0.238
H 4.296 5.110 1.452
H 5.345 3.878 2.213
H 4.131 3.357 -1.908
H 3.571 4.799 -1.012
H 2.952 3.644 2.947
H 3.512 2.202 2.050
H 2.787 1.891 -0.413
H 1.738 3.123 -1.174
H 1.242 2.867 1.277
H 1.844 4.506 0.892
C -0.826 -0.507 0.593
C 0.380 0.149 0.668
C -0.836 1.067 -0.975
N -1.544 0.080 -0.421
N 0.329 1.112 -0.319
C 1.553 -0.041 1.562
H -1.218 -1.337 1.181
H -1.147 1.709 -1.800
H -2.496 -0.193 -0.724
H 1.086 1.786 -0.533
H 1.351 -0.869 2.262
H 1.752 0.873 2.147
H 2.455 -0.288 0.977
*
```

Summary:
ΔE to the lowest compared entry with this formula, charge and spin = 0.0 kcal per mole
orbital gap = 10.78 eV
HOMO energy = -13.64 eV
lowest unoccupied orbital energy = -2.9 eV

(5)
# C10H19N2S

An isolated ion of composition C10H19N2S and charge +1 at a distorted geometry (wB97M-V/def2-TZVPD, the Open Molecules 2025 dataset).

The geometry in ORCA input format:
```
! RIJCOSX wB97M-V def2-TZVPD def2/J DEFGRID3
* xyz 1 1
C 0.634 0.399 0.941
C -1.705 -0.116 0.566
C -3.500 1.351 0.141
C -3.822 -0.964 1.224
C -3.104 -1.015 -1.175
C 3.478 -1.310 -0.164
C 3.384 0.824 1.240
C 3.147 1.044 -1.129
C -3.053 -0.221 0.164
C 2.844 0.053 0.012
N -0.666 0.354 0.809
N 1.417 -0.090 -0.052
S 0.724 -0.934 -1.318
H 1.149 0.831 1.810
H -3.234 1.768 1.083
H -3.053 1.867 -0.668
H -4.533 1.228 -0.036
H -4.053 -0.412 2.190
H -4.753 -1.298 0.778
H -3.260 -1.865 1.550
H -4.152 -1.215 -1.395
H -2.509 -0.441 -1.880
H -2.798 -2.025 -1.076
H 3.136 -1.853 -1.019
H 4.548 -1.290 -0.163
H 3.045 -2.088 0.418
H 3.422 0.302 2.171
H 4.383 0.984 0.882
H 2.973 1.745 1.265
H 2.353 1.119 -1.903
H 3.400 2.093 -0.829
H 4.000 0.724 -1.679
*
```

Summary:
ΔE to the lowest compared entry with this formula, charge and spin = 53.4 kcal per mole
orbital gap (spin up / spin down) = 7.12 / 7.12 eV
HOMO energy (spin up / spin down) = -12.14 / -12.14 eV
SMILES = CC(C)(C)C#[N+]/C=[N+](\[S-])C(C)(C)C
lowest unoccupied orbital energy (spin up / spin down) = -5.0 / -5.0 eV

(6)
# C10H19N2Si

A 2-piece molecular cluster, C10H19N2Si overall at a distorted geometry (wB97M-V/def2-TZVPD, the Open Molecules 2025 dataset).

The geometry in ORCA input format:
```
! RIJCOSX wB97M-V def2-TZVPD def2/J DEFGRID3
* xyz 1 1
C 4.675 0.977 0.458
C 4.978 -0.315 0.151
C 3.390 1.416 0.023
C 4.028 -1.132 -0.396
C -1.005 -1.581 -0.983
C -1.665 -1.310 1.476
C -3.358 -1.431 -0.235
C -3.250 2.042 -0.383
C -0.014 1.792 0.154
C -1.960 -0.908 0.040
N 2.442 0.553 -0.379
N 2.785 -0.752 -0.494
Si -1.717 1.046 -0.015
H 5.280 1.761 0.970
H 5.904 -0.783 0.510
H 3.022 2.457 0.175
H 4.227 -2.209 -0.731
H -1.019 -1.081 -2.011
H 0.032 -1.501 -0.681
H -1.163 -2.651 -1.100
H -1.662 -2.443 1.523
H -2.336 -0.847 2.145
H -0.683 -1.138 1.800
H -4.094 -0.633 0.077
H -3.615 -1.640 -1.290
H -3.633 -2.294 0.367
H -3.840 1.968 -1.422
H -4.091 1.707 0.370
H -3.012 3.104 -0.397
H 0.420 2.069 -0.884
H 0.173 2.721 0.569
H 0.760 1.034 0.593
*
```

Summary:
ΔE to the lowest compared entry with this formula, charge and spin = 58.8 kcal per mole
orbital gap = 7.49 eV
HOMO energy = -12.32 eV
lowest unoccupied orbital energy = -4.8 eV

(7)
# C10H19N3O10PPdS2

C10H19N3O10PPdS2 as an isolated structure at a distorted geometry (wB97M-V/def2-TZVPD, the Open Molecules 2025 dataset).

The geometry in ORCA input format:
```
! RIJCOSX wB97M-V def2-TZVPD def2/J DEFGRID3
* xyz 3 5
Pd -0.041 0.591 -0.173
O 0.251 -0.189 3.825
S -0.177 -0.197 2.477
O 0.520 -1.018 1.501
O -0.281 1.183 1.841
C -1.877 -0.827 2.518
C -2.428 -0.909 3.839
C -3.707 -1.440 4.107
C -4.454 -1.901 3.062
C -3.926 -1.811 1.751
C -2.639 -1.259 1.462
S -2.294 -1.124 -0.323
O -3.441 -1.658 -0.959
O -2.117 0.374 -0.482
O -1.003 -1.715 -0.619
H -1.815 -0.545 4.655
H -4.064 -1.475 5.128
H -5.437 -2.331 3.202
H -4.513 -2.173 0.915
N 5.287 -0.200 -1.516
C 4.058 -0.454 -2.350
P 2.748 -1.028 -1.171
O 3.523 -1.580 -0.022
O 1.784 0.140 -1.030
C 1.842 -2.480 -1.868
N 2.195 -3.673 -1.014
H 5.335 0.766 -1.189
H 6.152 -0.396 -2.025
H 5.223 -0.810 -0.678
H 4.306 -1.229 -3.074
H 3.789 0.454 -2.883
H 2.060 -2.698 -2.911
H 0.772 -2.305 -1.771
H 2.779 -4.351 -1.505
H 1.360 -4.165 -0.691
H 2.730 -3.317 -0.195
N -1.912 5.492 -1.183
C -0.744 4.638 -1.583
C -0.888 3.326 -0.802
O -1.778 3.226 0.019
O -0.001 2.440 -1.118
H -2.625 5.543 -1.913
H -1.647 6.446 -0.938
H -2.331 5.015 -0.359
H 0.176 5.142 -1.297
H -0.748 4.483 -2.657
*
```

Summary:
ΔE to the lowest compared entry with this formula, charge and spin = 0.0 kcal per mole
<S²> = 6.0272
orbital gap (spin up / spin down) = 9.72 / 5.92 eV
HOMO energy (spin up / spin down) = -18.32 / -18.55 eV
lowest unoccupied orbital energy (spin up / spin down) = -8.6 / -12.6 eV

(8)
# C10H19N3O4S

C10H19N3O4S in the gas phase at a distorted geometry (wB97M-V/def2-TZVPD, the Open Molecules 2025 dataset).

The geometry in ORCA input format:
```
! RIJCOSX wB97M-V def2-TZVPD def2/J DEFGRID3
* xyz 0 1
C -2.088 0.536 -1.136
C -1.690 0.935 0.274
C -1.228 -0.705 -1.622
C -1.372 -1.918 -0.790
C 0.005 -2.877 -3.016
C 0.204 2.121 1.366
C 1.393 2.996 0.925
C 0.674 0.971 2.168
C 1.692 0.155 1.355
C 2.173 -0.993 2.238
H -2.447 2.492 -1.678
H -2.337 1.366 -2.951
H -3.145 0.294 -1.109
H -1.419 -0.910 -2.672
H -0.106 -0.347 -1.518
H -1.356 -1.736 0.277
H -2.357 -2.423 -0.897
H 0.629 -3.758 -3.400
H 0.483 -1.917 -3.246
H -0.989 -2.957 -3.539
H -0.229 1.980 -0.702
H -0.473 2.722 1.964
H 1.108 1.240 3.116
H -0.153 0.288 2.325
H 2.575 0.780 0.978
H 1.147 -0.332 0.465
H 1.258 -2.349 0.991
H 2.250 -3.063 2.257
H 2.132 2.693 2.558
N -1.905 1.695 -2.067
N -0.579 1.767 0.205
N 1.723 -2.258 1.915
O -2.171 0.524 1.320
O 1.445 3.504 -0.196
O 2.859 -0.758 3.180
O 2.276 3.366 1.883
S 0.017 -3.126 -1.221
*
```

Summary:
ΔE to the lowest compared entry with this formula, charge and spin = 14.2 kcal per mole
orbital gap = 9.76 eV
HOMO energy = -9.25 eV
SMILES = CSCC[C@H](N)C(=O)N[C@@H](CCC(N)=O)C(=O)O
lowest unoccupied orbital energy = 0.5 eV